{"formula": "C8H12NO2", "method": "ωB97M-V with the def2-TZVPD basis set", "elements": ["O", "O", "N", "C", "C", "C", "C", "C", "C", "C", "C", "H", "H", "H", "H", "H", "H", "H", "H", "H", "H", "H", "H"], "positions_angstrom": [[0.091928, 1.913921, 0.154535], [1.608252, 0.809925, 1.456238], [1.339134, 0.837426, -2.102106], [-0.070508, -2.084742, -1.395625], [0.642517, -1.074075, -0.451421], [-0.821507, -1.246326, 2.039122], [-0.355208, -0.537375, 0.665681], [-1.041193, 2.434122, 0.819415], [1.115908, 0.240694, -0.942080], [0.668471, 0.777322, 0.500359], [-1.552907, -1.535614, 2.950500], [1.452321, 1.795439, -2.102165], [-0.737879, -2.653603, -0.657616], [1.518445, -1.603163, 0.121038], [-0.714356, 3.420050, 1.306518], [1.342776, 0.434138, -2.975703], [-0.664015, -1.661720, -2.142862], [-2.032242, -2.008589, 3.715328], [-1.354205, -0.250941, 0.155148], [0.611414, -2.885696, -1.833124], [-1.370685, 1.732751, 1.543664], [1.179415, 0.620217, 2.349201], [-1.738975, 2.612420, -0.036487]], "forces_ev_per_a": [[0.07, 1.84, -0.81], [0.28, -0.19, 2.00], [-0.64, -2.08, 4.97], [1.52, -2.72, 2.54], [-0.30, -4.06, -0.64], [1.24, 2.11, -3.34], [-0.33, 1.41, -0.20], [0.39, 2.32, -0.74], [-0.57, -0.10, 0.85], [-1.34, -0.76, -0.11], [1.70, 0.35, -1.76], [0.38, 2.60, 0.24], [0.69, 0.61, -1.34], [-1.27, 1.11, -1.11], [-0.79, -1.43, -0.61], [-0.04, -1.74, -2.13], [-0.91, 0.88, -1.12], [-1.15, -0.71, 1.71], [1.70, -0.50, 0.74], [-0.73, 1.25, 0.39], [-0.74, -0.48, 0.70], [0.84, 0.25, -1.54], [0.02, 0.04, 1.32]], "mulliken_charge": [-0.409, -0.527, -0.265, -1.405, 0.623, -1.141, -0.397, -0.655, -0.317, 1.232, 0.110, 0.262, 0.338, 0.352, 0.251, 0.241, 0.429, 0.514, 0.349, 0.352, 0.365, 0.440, 0.259], "de_lowest_ev": 4.572, "homo_energy_ev": -13.63, "total_charge": 1}

{"formula": "C24H19Br2Cl2CsN5OS2", "method": "ωB97M-V with the def2-TZVPD basis set", "elements": ["Cs", "Br", "Br", "Cl", "Cl", "S", "S", "O", "N", "N", "N", "N", "N", "C", "C", "C", "C", "C", "C", "C", "C", "C", "C", "C", "C", "C", "C", "C", "C", "C", "C", "C", "C", "C", "C", "C", "C", "H", "H", "H", "H", "H", "H", "H", "H", "H", "H", "H", "H", "H", "H", "H", "H", "H", "H", "H"], "positions_angstrom": [[-0.352233, -0.002874, -0.498180], [-4.462617, -3.126873, 0.124002], [-1.737887, -8.066900, 0.130400], [0.443243, 0.787574, -3.453631], [2.033589, 5.769187, -1.918276], [-2.033933, 2.046005, 1.316181], [1.216303, 2.784018, -1.066976], [-1.620817, -2.020519, -0.059729], [-0.897046, 0.670564, 3.324454], [0.291418, 0.575656, 2.710643], [-3.077171, 1.257032, 3.596025], [0.748882, -3.364754, -0.167263], [2.568324, 0.332289, 1.316825], [4.945845, 0.135610, 1.305786], [0.952846, 2.811684, -5.113708], [1.246397, 3.280057, -2.707923], [-2.805758, -4.064535, 0.051514], [1.325569, 4.102145, -5.452268], [1.210589, -0.134579, 3.239457], [-1.979356, 1.304552, 2.780624], [1.610170, 4.591243, -3.118691], [0.914900, 2.427129, -3.786531], [1.012707, -0.934276, 4.505781], [-1.632831, -3.278888, -0.029817], [-2.825134, -5.452368, 0.092383], [3.695986, -0.491633, 3.244913], [1.993500, -5.389410, -0.110683], [4.914961, -0.359749, 2.597905], [1.905055, -3.984745, -0.186359], [-0.406794, -5.489677, -0.011295], [0.849090, -6.132640, -0.030361], [2.531417, -0.116373, 2.572597], [-1.646324, -6.153485, 0.064576], [3.732414, 0.460854, 0.707645], [1.653293, 4.992075, -4.440165], [-0.399495, -4.066308, -0.071315], [3.144727, -3.133208, -0.277129], [5.881861, 0.265071, 0.780497], [1.746465, -1.729665, 4.589566], [3.696682, 0.848262, -0.306574], [1.080951, -0.295110, 5.390632], [2.981094, -2.316207, -0.978903], [1.358990, 4.406090, -6.490359], [-2.960939, 1.184523, 4.594293], [0.030822, -1.412511, 4.496576], [-3.770414, -5.973818, 0.147510], [0.688717, 2.095692, -5.881334], [5.830133, -0.632553, 3.108665], [0.891592, -7.212644, 0.017266], [3.671350, -0.865934, 4.258762], [4.003202, -3.722653, -0.599255], [-1.046804, 0.201916, 4.207563], [-3.854291, 1.804468, 3.272415], [2.964970, -5.868536, -0.119623], [3.368095, -2.690045, 0.697307], [1.947695, 6.008673, -4.667317]], "forces_ev_per_a": [[1.30, 1.08, -0.11], [0.06, -0.08, -0.01], [0.06, 0.13, 0.00], [0.08, -0.07, -0.54], [0.06, 0.13, 0.09], [-0.19, 0.37, 0.31], [0.30, 0.34, -0.04], [-1.06, -2.03, 0.44], [-0.31, -0.28, 0.57], [0.25, 0.27, -0.40], [0.14, -0.11, 0.15], [0.16, 0.18, 0.03], [-0.32, -0.02, 0.03], [-0.03, -0.08, 0.21], [-0.03, -0.06, -0.06], [0.06, 0.14, 0.05], [-0.04, 0.35, 0.00], [0.00, 0.00, -0.05], [-0.42, -0.17, 0.35], [-0.15, 0.27, -0.26], [-0.10, -0.33, -0.19], [0.16, 0.41, -0.10], [-0.03, 0.10, -0.18], [-0.43, -0.21, 0.07], [0.25, -0.13, -0.01], [-0.13, -0.01, 0.02], [-0.06, -0.12, 0.02], [0.04, 0.04, -0.10], [-0.03, 0.10, -0.02], [0.06, 0.22, -0.01], [0.10, 0.08, -0.01], [0.50, 0.03, -0.21], [-0.36, -0.24, 0.02], [0.17, 0.02, -0.19], [0.02, 0.06, 0.02], [0.03, -0.25, 0.02], [-0.13, -0.05, 0.04], [-0.03, 0.01, -0.06], [0.04, 0.00, 0.03], [-0.09, 0.03, 0.03], [0.01, -0.05, 0.04], [0.03, 0.01, 0.01], [0.00, 0.02, 0.02], [-0.01, -0.02, 0.00], [0.02, -0.04, 0.03], [0.00, 0.00, 0.01], [0.00, -0.01, 0.02], [0.00, -0.01, -0.01], [0.00, 0.00, 0.00], [-0.06, 0.03, 0.02], [0.04, 0.04, 0.01], [0.04, -0.10, -0.02], [-0.02, 0.03, -0.01], [-0.01, -0.01, -0.02], [0.05, 0.01, -0.02], [-0.01, -0.01, -0.01]], "mulliken_charge": [1.023, -0.227, -0.300, -0.319, -0.246, -0.420, -0.270, -0.747, -0.130, -0.284, -0.466, -0.164, 0.043, -0.683, -0.801, -0.541, -0.096, -0.292, 1.247, 0.315, 0.505, 0.733, -1.904, 0.552, -0.435, -0.588, -0.713, -0.499, 0.571, 1.074, -0.802, 0.187, -0.016, -0.338, -0.726, -0.580, -0.989, 0.408, 0.436, 0.388, 0.336, 0.256, 0.329, 0.186, 0.511, 0.411, 0.341, 0.399, 0.323, 0.275, 0.429, 0.234, 0.243, 0.388, 0.068, 0.366], "homo_energy_ev": -3.81, "total_charge": -1}

| no. | Kohn-Sham gap (eV) |
| --- | --- |
| 1 | 8.84 |
| 2 | 5.50 |